Version P
This record from the Open Molecules 2025 dataset describes a 2-piece molecular cluster, C5H3N overall. The level of theory is wB97M-V/def2-TZVPD.

Calculated values
HOMO-LUMO gap	11.11	eV
E_LUMO	0.32	eV
HOMO energy	-10.79	eV
spin multiplicity	1

Each line ends with the Löwdin charge.
Cartesian coordinates (Å):
C 0.57 -1.01 -1.74  0.166
C 1.28 -1.98 -1.68  -0.091
C 2.31 -2.86 -1.88  -0.264
N 3.21 -3.53 -2.01  0.172
H -0.22 -0.44 -1.55  -0.017
C 0.29 0.18 1.43  0.034
C -0.47 0.85 0.73  -0.001
H 0.78 -0.31 2.12  -0.030
H -1.03 1.43 0.02  0.031

Version Q
This record from the Open Molecules 2025 dataset describes C5H3N as an isolated structure. The level of theory is wB97M-V/def2-TZVPD.

Calculated values
HOMO-LUMO gap (alpha / beta)	7.82 / 7.84	eV
E_LUMO (alpha / beta)	-1.16 / -1.14	eV
HOMO energy (alpha / beta)	-8.98 / -8.98	eV
spin multiplicity	1

Each line ends with the Löwdin charge.
Cartesian coordinates (Å):
C -1.50 -0.35 -0.27  -0.022
C -0.50 -0.72 -1.03  0.011
C 0.45 0.48 0.19  -0.218
C -0.85 0.25 0.92  -0.131
C 0.84 -0.37 -1.03  -0.235
N 0.95 1.09 -0.82  0.153
H -1.22 1.18 1.48  0.146
H -0.85 -0.43 1.67  0.075
H 2.67 -1.14 -1.11  0.221

Version R
This record from the Open Molecules 2025 dataset describes one molecule with the formula C5H3N. The level of theory is wB97M-V/def2-TZVPD.

Calculated values
HOMO-LUMO gap (alpha / beta)	6.69 / 6.92	eV
E_LUMO (alpha / beta)	-1.23 / -1.14	eV
HOMO energy (alpha / beta)	-7.92 / -8.06	eV
spin multiplicity	1

Each line ends with the Löwdin charge.
Cartesian coordinates (Å):
C 0.05 -1.08 0.31  -0.014
C -0.89 -1.86 0.94  -0.088
C -1.30 -1.41 2.05  0.031
C -0.43 0.40 0.15  -0.178
C -1.12 0.80 1.40  -0.101
N -1.63 0.02 2.23  0.006
H 1.13 -1.45 0.32  0.132
H 0.26 1.12 -0.06  0.059
H -1.24 0.52 -0.65  0.153

Version S
This record from the Open Molecules 2025 dataset describes one molecule with the formula C5H3N. The level of theory is wB97M-V/def2-TZVPD.

Calculated values
HOMO-LUMO gap	9.35	eV
E_LUMO	-0.49	eV
HOMO energy	-9.83	eV
spin multiplicity	1

Each line ends with the Löwdin charge.
Cartesian coordinates (Å):
C -2.07 -1.13 -0.02  0.138
C -1.31 -0.17 -0.13  -0.118
C -0.36 0.90 -0.17  -0.120
C 0.96 0.77 0.02  -0.103
C 1.78 -0.39 -0.11  -0.257
N 2.48 -1.29 -0.07  0.158
H -2.57 -2.08 0.17  0.045
H -0.74 1.88 0.02  0.100
H 1.82 1.53 0.29  0.158

Computed stability ranking, most favorable first: version S, version P, version R, version Q

Version P
This record from the Open Molecules 2025 dataset describes one molecule with the formula C5H3N. The level of theory is wB97M-V/def2-TZVPD.

Calculated values
HOMO-LUMO gap	8.81	eV
E_LUMO	-0.82	eV
HOMO energy	-9.63	eV
spin multiplicity	1

Each line ends with the Löwdin charge.
Cartesian coordinates (Å):
C -0.58 2.04 -0.27  0.124
C -0.03 0.91 -0.82  -0.069
C 0.20 -0.57 -0.95  -0.111
C 0.43 -1.27 0.20  -0.063
C -0.11 -0.69 1.48  -0.201
N -0.80 -0.42 2.39  0.146
H -0.45 3.13 -0.19  0.024
H 0.47 -0.90 -1.87  0.059
H 0.87 -2.23 0.05  0.091

Version Q
This record from the Open Molecules 2025 dataset describes one molecule with the formula C5H3N. The level of theory is wB97M-V/def2-TZVPD.

Calculated values
HOMO-LUMO gap (alpha / beta)	7.44 / 7.44	eV
E_LUMO (alpha / beta)	-1.54 / -1.54	eV
HOMO energy (alpha / beta)	-8.98 / -8.98	eV
spin multiplicity	1

Each line ends with the Löwdin charge.
Cartesian coordinates (Å):
C -0.58 -0.99 -0.24  -0.029
C 0.67 -1.47 -0.08  -0.157
C 1.74 -0.81 0.31  0.087
C -0.61 0.57 0.11  -0.139
C 0.74 0.97 -0.06  -0.283
N 1.89 1.12 -0.18  0.177
H -1.54 -1.30 -0.59  0.083
H -1.32 1.18 -0.43  0.109
H -0.99 0.73 1.17  0.151

Computed stability ranking, most favorable first: version P, version Q

Version P
This record from the Open Molecules 2025 dataset describes a 2-piece molecular cluster, C2H8OS overall. The level of theory is wB97M-V/def2-TZVPD.

Calculated values
HOMO-LUMO gap	9.94	eV
E_LUMO	0.83	eV
HOMO energy	-9.11	eV
spin multiplicity	1

Each line ends with the Löwdin charge.
Cartesian coordinates (Å):
C 2.29 -0.01 4.45  -0.209
O 3.06 -0.80 3.59  -0.115
H 2.50 0.01 5.56  0.093
H 2.28 1.06 4.27  0.069
H 1.29 -0.44 4.42  0.069
H 3.13 -0.31 2.75  0.093
C -2.49 -0.08 -4.61  -0.535
S -2.82 0.85 -3.13  0.644
H -1.72 -0.85 -4.71  0.047
H -3.31 -0.79 -4.69  0.012
H -2.49 0.55 -5.48  0.012
H -1.71 0.81 -2.43  -0.181

Version Q
This record from the Open Molecules 2025 dataset describes a 2-piece molecular cluster, C2H8OS overall. The level of theory is wB97M-V/def2-TZVPD.

Calculated values
HOMO-LUMO gap	10.15	eV
E_LUMO	0.80	eV
HOMO energy	-9.35	eV
spin multiplicity	1

Each line ends with the Löwdin charge.
Cartesian coordinates (Å):
C 1.65 0.34 -2.14  -0.094
C 1.21 -0.65 -1.09  -0.306
O -0.22 -0.79 -0.98  -0.119
H 1.36 1.37 -1.93  0.075
H 2.74 0.27 -2.22  0.076
H 1.35 0.10 -3.16  0.072
H 1.54 -0.39 -0.08  0.110
H 1.58 -1.67 -1.29  0.116
H -0.48 -1.29 -1.76  0.077
S -1.34 0.55 2.17  0.457
H -1.09 0.22 0.88  -0.257
H -0.14 1.20 2.04  -0.207

Computed stability ranking, most favorable first: version Q, version P